[1]
ORCA calculation (ωB97M-V/def2-TZVPD) on a molecular structure, C32H26BrCeF4I2N5OPS.

Energy, Eh: -6366.713101
LUMO (alpha / beta), eV: -10.325 / -11.537
E_HOMO (alpha / beta), eV: -16.44 / -16.40
Gap between HOMO and LUMO (alpha / beta), eV: 6.11 / 4.86

```
! RIJCOSX wB97M-V def2-TZVPD def2/J DEFGRID3
* xyz 3 1
Ce 0.29963 1.77505 0.39471
F 5.69004 -0.10673 -4.87311
C 4.74252 -0.25474 -3.98838
C 4.23313 -1.50887 -3.69344
F 4.69963 -2.56830 -4.30608
C 3.22526 -1.65507 -2.74866
F 2.80406 -2.89590 -2.54287
C 2.68693 -0.57462 -2.04871
P 1.37660 -0.73910 -0.73537
C 0.26596 -1.95561 -1.49426
C -0.34675 -2.92327 -0.70047
C -1.16470 -3.87689 -1.28905
C -1.37227 -3.86531 -2.66158
C -0.78283 -2.88350 -3.44921
C 0.01686 -1.91582 -2.86679
C 2.25474 -1.64020 0.59082
C 2.35879 -0.99945 1.82491
C 3.03982 -1.58233 2.88001
C 3.62345 -2.82816 2.71178
C 3.50449 -3.48810 1.49538
C 2.82219 -2.90439 0.43983
C 3.22437 0.66621 -2.38195
Br 2.62887 2.28205 -1.56452
C 4.22214 0.84356 -3.32247
F 4.67972 2.05689 -3.58726
H -0.16718 -2.94663 0.36703
H -1.62452 -4.64055 -0.67616
H -1.98887 -4.62647 -3.12101
H -0.94227 -2.87932 -4.51984
H 0.48092 -1.15613 -3.48633
H 1.86990 -0.04517 1.97622
H 3.10851 -1.07204 3.83238
H 4.15806 -3.29149 3.53004
H 3.94310 -4.46849 1.36634
H 2.72444 -3.45278 -0.48364
C -2.82360 -0.39664 -2.37777
C -2.37052 0.78058 -1.58613
O -1.16419 0.94666 -1.25420
N -3.29037 1.66328 -1.22426
C -2.98431 2.81927 -0.39190
C -2.12033 3.83136 -1.11356
C -2.70082 4.80908 -1.90230
C -1.89259 5.73551 -2.54439
C -0.52064 5.65593 -2.36255
C -0.02086 4.65287 -1.55933
N -0.79085 3.73902 -0.94919
H -2.58398 -1.30390 -1.81872
H -2.27101 -0.43971 -3.31461
H -3.89046 -0.36575 -2.58352
H -4.24446 1.51874 -1.51737
H -2.47974 2.47564 0.51859
H -3.92203 3.27960 -0.09280
H -3.77721 4.85429 -2.00403
H -2.32697 6.51529 -3.15580
H 0.15332 6.36593 -2.82068
H 1.04403 4.59959 -1.36864
C -3.51854 -2.90396 5.20674
C -2.86719 -1.62394 4.82830
C -2.74722 -0.55050 5.72909
C -2.15440 0.59102 5.27035
N -1.70252 0.67324 4.00330
C -1.82081 -0.39803 3.18565
S -1.26186 -0.35541 1.55992
N -2.38896 -1.51749 3.58909
H -3.83736 -2.90300 6.24525
H -2.82935 -3.73016 5.02793
H -4.38280 -3.07475 4.56218
H -3.10928 -0.61186 6.74473
H -2.01524 1.46893 5.89013
N 3.32491 2.61226 2.52334
C 2.43452 2.32553 1.85851
H 4.09052 2.91861 3.10421
I -0.87326 2.55758 3.23999
I 0.34168 4.90696 1.98614
*
```

=====

[2]
ORCA calculation (ωB97M-V/def2-TZVPD) on a molecular structure, C3H9NOSi.

Energy, Eh: -538.955217
LUMO (alpha / beta), eV: -2.665 / -4.086
E_HOMO (alpha / beta), eV: -8.97 / -7.84
Gap between HOMO and LUMO (alpha / beta), eV: 6.30 / 3.75

```
! RIJCOSX wB97M-V def2-TZVPD def2/J DEFGRID3
* xyz 0 1
C -0.78383 -1.01808 -2.70404
C -0.87603 1.71374 0.11466
C 1.09108 -0.68724 0.62352
N -0.79091 -0.49920 -1.45731
O 0.12237 -0.88880 -3.49682
Si 0.29119 0.52236 -0.65904
H -1.73097 -1.59630 -2.98983
H -1.64765 1.12857 0.47736
H -0.53367 2.49504 0.82630
H -1.47819 2.22147 -0.55957
H 0.34494 -1.82893 0.43567
H 2.05814 -1.07135 0.46746
H 1.09227 -0.47488 1.57583
H -0.26353 -2.54485 0.37055
H 1.58463 1.35439 -1.02541
*
```

=====

[3]
ORCA calculation (ωB97M-V/def2-TZVPD) on a molecular structure, C6H7MgNaO6.

<S²>: 0.76
Energy, Eh: -1046.541158
LUMO (alpha / beta), eV: -5.696 / -5.725
E_HOMO (alpha / beta), eV: -11.68 / -13.23
Gap between HOMO and LUMO (alpha / beta), eV: 5.99 / 7.51

```
! RIJCOSX wB97M-V def2-TZVPD def2/J DEFGRID3
* xyz 1 2
Mg -2.68398 -1.54446 -0.87884
O -0.59017 -1.95406 -0.88675
O 0.38205 -1.53302 -2.88919
C 1.67672 -1.31296 -2.29902
C 1.95053 0.18000 -2.16183
O -1.80701 -1.69896 -2.68792
C -0.67294 -1.74210 -2.13858
H 1.73708 -1.82638 -1.33299
H 2.39164 -1.76145 -2.99560
H 1.82286 0.68447 -3.12610
H 2.99566 0.29236 -1.83928
Na -0.34261 -0.79014 0.94715
O 1.12897 0.40128 0.06675
O 0.26598 1.72953 -1.50094
C -1.22937 2.35003 -0.22567
C -2.15951 1.31183 -0.53183
O -2.10890 0.12082 -0.01324
C 1.07109 0.82352 -1.10439
H -0.80546 2.37926 0.77959
H -1.41785 3.31398 -0.69654
H -2.79867 1.47595 -1.40928
*
```

=====

[4]
ORCA calculation (ωB97M-V/def2-TZVPD) on a molecular structure, C17H31BF3O5Si2.

Energy, Eh: -1946.137882
LUMO, eV: 0.452
E_HOMO, eV: -6.02
Gap between HOMO and LUMO, eV: 6.47

```
! RIJCOSX wB97M-V def2-TZVPD def2/J DEFGRID3
* xyz -1 1
C 2.85914 -3.08647 1.90487
C 3.03091 -1.91737 1.08870
Si 3.35620 -0.14904 1.69574
O 2.05780 0.56684 2.56127
Si 0.52447 -0.18008 2.26677
C -0.96311 1.00933 2.34095
C -1.18750 1.93015 1.05679
C -0.97311 1.21874 -0.34344
C -1.46255 2.28697 -1.45765
C -1.89368 -0.07031 -0.55873
C -1.59303 -0.77479 -1.96644
C -0.66701 -2.05358 -1.88398
C 0.62305 -1.98715 -2.46561
C 1.28484 -3.15746 -3.29158
C 1.51538 -0.66418 -2.27789
C 3.74199 0.95289 0.14040
F 2.62895 1.78260 -0.22864
C 5.02178 1.87469 0.38797
C 4.83310 3.34757 -0.19594
H 3.69697 -3.75474 2.26759
H 1.79627 -3.41298 2.16079
H 2.91499 -2.06367 -0.03877
H 4.58180 -0.16652 2.51597
H 0.29917 -1.24837 3.25980
H 0.48304 -0.82738 0.93247
H -0.75291 1.72586 3.21228
H -1.90132 0.44020 2.66092
H -2.28752 2.24700 1.08121
H -0.60530 2.91134 1.09421
H 0.12115 1.02740 -0.60593
H -2.59670 2.34252 -1.45055
H -1.08124 3.31862 -1.14913
H -1.07102 2.03570 -2.49002
H -2.98542 0.21745 -0.56188
H -1.72969 -0.87015 0.23441
H -1.14962 -0.09283 -2.74784
H -2.59868 -1.12390 -2.37724
H -0.95059 -3.04524 -1.43361
H 2.40845 -2.97730 -3.38763
H 1.18835 -4.16563 -2.76874
H 0.88613 -3.22953 -4.35431
H 2.59016 -0.86858 -2.59211
H 1.08315 0.23516 -2.80831
H 1.51464 -0.47462 -1.15681
H 3.96625 0.25167 -0.72317
H 5.95739 1.38648 -0.02037
H 5.14917 1.96817 1.51950
H 5.81588 3.90035 -0.22395
H 4.01816 3.89736 0.35601
H 4.49208 3.24089 -1.27842
B -6.71542 0.07325 0.38747
O -5.28217 -0.21029 0.59995
C -5.15778 -0.76086 1.80246
O -4.10838 -1.11397 2.28585
C -6.48705 -0.86622 2.43432
O -6.72104 -1.32093 3.52719
O -7.40754 -0.37838 1.60984
F -7.19549 -0.64805 -0.74408
F -6.91594 1.47136 0.19704
*
```

=====

Q: Among the records above, which one has the lowest energy?
A: C32H26BrCeF4I2N5OPS

=====

Q: What is the energy in the second record?
A: -538.955217 Eh

=====

Q: Among the records above, which one has the highest energy?
A: C3H9NOSi

=====

Q: What is the energy in the third record?
A: -1046.541158 Eh